1.
The following is a quantum chemistry calculation of a molecular structure, C19H23Pt, from the OMol25 dataset.

```
43
Properties=species:S:1:pos:R:3:forces:R:3
Pt 0.411 -0.496 0.423 0.1 0.0 0.2
C 2.801 0.006 -1.492 0.1 0.0 0.2
C 1.291 0.054 -1.532 -0.4 0.1 -0.3
C 0.651 1.290 -1.942 0.3 -0.1 0.0
C 1.505 2.530 -1.967 0.1 0.1 0.0
C -0.679 1.323 -2.246 -0.1 0.1 0.0
C -1.385 2.642 -2.492 0.0 0.0 -0.1
C -1.448 0.111 -2.210 -0.1 0.1 0.0
C -2.925 0.149 -2.526 -0.1 0.0 0.0
C -0.854 -1.085 -1.892 0.2 -0.2 -0.3
C -1.659 -2.361 -1.855 -0.1 -0.1 0.1
C 0.565 -1.181 -1.648 0.0 0.1 0.4
C 1.295 -2.495 -1.859 0.0 0.0 -0.1
H 3.237 0.017 -2.501 0.0 0.0 0.0
H 3.147 -0.889 -0.980 0.0 0.0 0.0
H 3.203 0.855 -0.940 0.0 0.0 0.0
H 1.743 2.860 -0.950 0.0 0.0 0.0
H 1.030 3.357 -2.489 0.0 0.0 0.0
H 2.458 2.345 -2.467 0.0 0.0 0.0
H -1.409 2.926 -3.550 0.0 0.0 0.0
H -0.912 3.458 -1.949 0.0 0.0 0.0
H -2.417 2.609 -2.149 0.0 0.0 0.0
H -3.542 0.285 -1.630 0.1 0.0 0.0
H -3.262 -0.769 -3.008 0.0 0.0 0.0
H -3.168 0.965 -3.205 0.0 0.0 0.0
H -1.756 -2.816 -2.847 0.0 0.0 0.0
H -2.663 -2.187 -1.470 0.0 0.0 0.0
H -1.191 -3.088 -1.194 0.0 0.0 0.0
H 1.658 -2.926 -0.927 0.0 0.0 0.0
H 2.158 -2.346 -2.514 0.0 0.0 0.0
H 0.656 -3.231 -2.346 0.0 0.0 0.0
C 0.264 -0.339 2.246 -0.1 -0.1 0.0
C 0.191 -0.261 3.620 0.0 0.0 -0.1
C 1.335 0.073 4.414 0.0 -0.1 0.0
C 1.258 0.147 5.787 -0.2 0.0 -0.1
C 0.050 -0.053 6.463 0.0 0.0 0.0
C -1.088 -0.366 5.708 0.2 0.0 0.0
C -1.028 -0.496 4.337 0.0 0.1 0.0
H 2.270 0.264 3.902 0.0 0.0 0.0
H 2.153 0.394 6.349 0.0 0.0 0.0
H -0.002 0.031 7.541 0.0 0.0 0.0
H -2.034 -0.532 6.212 0.0 0.0 0.0
H -1.908 -0.773 3.770 0.0 0.0 0.0
```
Forces are in eV/Å.

Results
Total energy in a.u.: -857.03329
Multiplicity: 1
Net charge: -1
HOMO-LUMO gap (spin up / spin down) in eV: 4.72 / 4.86

What are the natural (NBO) partial charges on each atom? They are as follows, in elementary charge units: 0.102, -0.629, -0.133, -0.006, -0.641, 0.024, -0.648, -0.070, -0.636, 0.019, -0.645, -0.156, -0.631, 0.186, 0.224, 0.219, 0.222, 0.205, 0.207, 0.198, 0.211, 0.209, 0.212, 0.207, 0.206, 0.197, 0.216, 0.226, 0.231, 0.201, 0.205, -0.214, -0.214, -0.259, -0.206, -0.347, -0.194, -0.265, 0.200, 0.189, 0.188, 0.188, 0.201


2.
The following is a quantum chemistry calculation of a molecular structure, C19H24Al2BBr3ClF14MgN3O10S, from the OMol25 dataset.

```
79
Properties=species:S:1:pos:R:3:forces:R:3
C -6.169 -0.022 -1.170 0.5 -0.1 0.0
C -4.693 0.035 -1.602 -1.0 0.7 0.8
C -3.822 -0.336 -0.430 0.1 0.1 -0.1
Cl -3.588 1.106 0.590 -0.7 0.3 0.0
N -2.487 -0.754 -0.892 1.4 -1.0 1.0
B -2.495 -2.121 -1.588 0.0 -0.4 -1.2
N -2.334 -2.176 -2.998 0.3 0.8 0.4
O -2.651 -3.283 -0.877 -0.7 0.2 0.0
S -1.380 -0.778 0.304 -1.6 -0.8 -0.2
O -1.837 -1.264 1.549 0.0 -0.3 0.5
O -0.605 0.425 0.351 0.8 1.0 -0.2
F -0.399 -1.826 -0.273 0.3 0.0 -0.4
H -6.240 0.029 -0.091 -0.2 0.1 0.3
H -6.698 0.828 -1.572 -0.3 0.1 -0.2
H -6.626 -0.946 -1.492 -0.3 -0.2 -0.1
H -4.552 -0.614 -2.450 0.4 0.0 -0.4
H -4.463 1.072 -1.806 0.3 -0.1 -0.8
H -4.349 -1.076 0.161 0.4 -0.4 0.4
H -3.212 -2.226 -3.495 0.1 -0.7 -0.4
H -1.830 -1.360 -3.324 -0.2 0.4 -0.2
H -3.563 -3.427 -0.607 0.1 -0.2 0.5
F -1.534 2.492 -1.339 0.7 -0.1 0.2
Al -1.227 1.836 -2.861 -0.5 0.2 0.2
F -2.804 1.529 -3.398 0.3 -0.3 -0.4
F -0.376 0.358 -2.709 0.1 -0.2 0.0
F -0.339 2.853 -3.851 0.0 -0.1 -0.1
C 3.089 -0.146 -1.764 -0.2 -0.5 -0.3
C 2.564 1.200 -2.005 -0.3 -0.6 -0.1
N 2.139 2.251 -2.201 0.6 0.3 -0.1
H 2.978 -0.778 -2.646 -0.1 0.1 -0.1
H 4.163 -0.120 -1.506 -0.2 -0.3 0.3
H 2.581 -0.643 -0.940 -0.1 0.1 0.1
Mg 5.029 1.608 -2.427 -0.1 0.6 -0.2
C -6.643 4.159 -3.328 0.2 0.1 0.0
Br -7.603 3.399 -4.817 0.0 0.0 0.0
Br -7.593 3.908 -1.671 0.0 0.0 0.0
Br -4.850 3.487 -3.224 -0.2 -0.1 0.0
H -6.586 5.222 -3.500 -0.1 0.1 0.0
F -3.014 3.605 0.732 1.3 -0.8 1.2
C 3.917 -5.261 -1.099 0.0 -0.1 -0.1
C 3.003 -5.763 -2.022 0.1 0.0 0.0
C 1.700 -5.280 -2.045 0.1 0.0 0.0
C 1.316 -4.291 -1.156 0.0 0.1 0.0
C 2.231 -3.786 -0.236 0.0 0.1 -0.1
C 3.530 -4.275 -0.205 0.0 0.1 0.0
H 4.931 -5.641 -1.081 0.0 0.0 0.0
H 3.308 -6.531 -2.718 0.0 0.0 0.0
H 0.989 -5.675 -2.757 0.0 0.0 0.0
H 0.304 -3.911 -1.176 0.0 -0.1 0.0
H 1.926 -3.013 0.459 0.0 0.0 0.1
H 4.239 -3.887 0.515 0.0 0.0 0.0
C 4.357 -9.322 -1.318 0.8 0.7 0.5
O 3.207 -8.868 -1.096 -0.1 -0.3 -0.3
O 5.394 -8.586 -0.786 -0.9 -0.2 -0.3
O 4.619 -10.338 -1.953 -0.2 -0.2 -0.1
H 4.883 -7.878 -0.356 0.5 0.1 0.2
C 2.221 3.377 1.420 -0.2 0.3 -0.4
C 2.592 1.916 1.767 0.1 0.7 0.4
C 1.541 1.024 2.446 -0.6 -0.6 -0.4
F 1.173 1.496 3.647 0.2 0.2 0.0
F 2.063 -0.206 2.634 0.2 -0.1 -0.1
F 3.730 1.915 2.484 0.0 -0.2 0.0
F 2.872 1.305 0.566 0.0 -0.1 0.2
O 2.666 4.381 2.308 0.2 -0.5 0.3
C 1.941 4.746 3.419 -0.4 0.0 -0.6
C 2.709 4.460 4.711 0.3 0.0 0.3
F 2.999 3.148 4.814 -0.1 0.0 -0.1
F 1.946 4.804 5.769 -0.1 0.1 0.0
F 0.723 4.164 3.421 0.2 -0.1 0.2
F 1.740 6.070 3.344 0.1 0.1 0.1
H 2.754 3.592 0.495 0.1 -0.1 0.0
H 1.165 3.493 1.168 -0.1 -0.1 0.2
H 0.600 0.903 1.809 2.0 0.0 0.7
H 3.641 5.026 4.737 0.0 0.1 -0.1
Al -1.112 1.957 1.790 -3.0 1.8 -1.4
C 0.495 6.792 7.849 -0.2 -0.1 -0.1
O -0.660 6.500 7.584 0.0 0.0 0.0
O 1.225 6.195 8.673 0.1 0.2 -0.1
O 1.142 7.737 7.341 0.1 -0.1 0.1
```
Forces are in eV/Å.

Results
Total energy in a.u.: -12343.30885
Multiplicity: 1
HOMO-LUMO gap in eV: 1.25

What are the Mulliken partial charges on each atom? They are as follows, in elementary charge units: -1.282, 0.293, -0.385, -0.059, 0.515, 0.136, -0.505, -0.526, 0.964, -0.814, -0.613, -0.141, 0.340, 0.252, 0.357, 0.266, -0.161, 0.427, 0.290, 0.199, 0.335, -0.211, 0.540, -0.356, -0.379, -0.443, -0.231, 0.252, -0.355, 0.376, 0.250, -0.221, 0.662, -0.387, -0.046, -0.041, 0.090, 0.359, -0.670, -0.462, -0.306, -0.762, -0.216, -0.532, -0.646, 0.608, 0.364, 0.414, 0.558, 0.574, 0.411, 0.765, -0.477, -0.470, -0.485, 0.344, -0.695, 0.687, 1.442, -0.189, -0.278, -0.296, 0.045, -0.436, 0.777, 0.148, -0.212, -0.233, -0.211, -0.294, 0.311, 0.378, -0.395, 0.249, 0.427, 0.912, -0.350, -0.275, -0.271


3.
The following is a quantum chemistry calculation of a molecular structure, C19H24BrNO2PtS, from the OMol25 dataset.

```
49
Properties=species:S:1:pos:R:3:forces:R:3
Pt 1.214 3.044 0.687 0.9 -0.3 0.0
O 3.337 3.134 0.323 -0.9 -1.0 0.5
N 3.699 4.098 -0.473 0.4 0.7 -0.8
C 4.797 3.930 -1.227 -0.1 -0.5 0.2
C 5.185 4.880 -2.143 -0.3 0.7 -0.2
C 4.439 6.051 -2.281 0.2 -0.3 0.0
C 3.349 6.245 -1.460 0.0 0.0 0.1
C 2.973 5.256 -0.547 -0.4 0.4 0.3
S 1.603 5.455 0.478 0.1 -0.6 -0.4
H 5.325 2.999 -1.087 -0.1 -0.1 0.1
H 6.055 4.708 -2.754 0.1 -0.1 0.0
H 4.708 6.792 -3.017 0.1 0.1 0.0
H 2.760 7.148 -1.510 0.0 0.1 0.0
C -5.134 -1.043 0.403 0.2 0.0 0.0
C -3.920 -1.973 0.403 -0.6 -0.5 0.0
C -4.007 -2.872 -0.849 0.2 0.2 0.1
C -4.004 -2.872 1.656 0.2 0.2 -0.1
C -2.613 -1.248 0.401 0.4 0.0 0.0
C -2.535 0.160 0.416 0.2 1.0 0.1
C -1.321 0.778 0.468 -0.2 -0.3 0.0
Br -1.232 2.703 0.583 -0.4 -0.2 -0.1
C -0.061 0.085 0.468 -1.0 0.1 0.0
O 1.031 0.690 0.510 0.6 1.2 0.1
C -0.163 -1.372 0.419 0.4 0.0 0.0
C -1.399 -1.958 0.400 0.0 -0.2 0.0
C 1.142 -2.130 0.410 0.1 -0.9 0.0
C 1.934 -1.775 1.671 0.2 0.5 0.0
C 0.925 -3.655 0.410 -0.1 0.5 -0.1
C 1.930 -1.766 -0.853 0.1 0.4 0.0
H -6.043 -1.638 0.403 0.0 0.0 0.0
H -5.153 -0.421 -0.490 -0.1 0.1 -0.1
H -5.155 -0.418 1.294 -0.1 0.1 0.1
H -4.970 -3.374 -0.846 -0.1 0.0 0.0
H -3.235 -3.636 -0.858 0.1 -0.1 0.0
H -3.925 -2.274 -1.753 0.0 0.0 -0.2
H -4.965 -3.377 1.655 -0.1 0.0 0.0
H -3.923 -2.277 2.562 0.0 0.0 0.1
H -3.231 -3.635 1.666 0.1 -0.1 0.0
H -3.436 0.753 0.400 -0.1 0.0 0.0
H -1.460 -3.036 0.383 0.1 0.0 0.0
H 1.348 -1.978 2.565 0.0 -0.1 0.1
H 2.208 -0.720 1.660 0.0 -0.2 0.2
H 2.858 -2.346 1.712 0.0 -0.2 0.0
H 0.385 -3.968 1.299 -0.1 -0.2 0.1
H 1.890 -4.155 0.412 0.1 0.0 0.0
H 0.389 -3.967 -0.482 -0.1 -0.2 -0.1
H 2.205 -0.713 -0.842 0.0 0.0 -0.1
H 1.344 -1.969 -1.748 0.0 -0.1 -0.1
H 2.850 -2.343 -0.896 0.0 -0.1 0.0
```
Forces are in eV/Å.

Results
Total energy in a.u.: -4034.40394
Multiplicity: 5
ΔE to the lowest compared entry with this formula, charge and spin in kJ/mol: 25.1
Net charge: +2
HOMO-LUMO gap (spin up / spin down) in eV: 7.82 / 5.17

What are the natural (NBO) partial charges on each atom? They are as follows, in elementary charge units: 1.016, -0.518, 0.051, 0.058, -0.141, -0.131, -0.149, -0.067, 0.332, 0.272, 0.275, 0.271, 0.272, -0.613, -0.117, -0.588, -0.589, 0.179, -0.155, -0.140, 0.241, 0.374, -0.616, 0.164, -0.260, -0.119, -0.604, -0.606, -0.602, 0.244, 0.213, 0.213, 0.238, 0.214, 0.217, 0.238, 0.218, 0.214, 0.249, 0.252, 0.218, 0.218, 0.233, 0.216, 0.238, 0.214, 0.213, 0.217, 0.233


> total energy of number 2 (C19H24Al2BBr3ClF14MgN3O10S)?

-12343.30885 a.u.


Please write out number 1 again, unchanged.
The following is a quantum chemistry calculation of a molecular structure, C19H23Pt, from the OMol25 dataset.

```
43
Properties=species:S:1:pos:R:3:forces:R:3
Pt 0.411 -0.496 0.423 0.1 0.0 0.2
C 2.801 0.006 -1.492 0.1 0.0 0.2
C 1.291 0.054 -1.532 -0.4 0.1 -0.3
C 0.651 1.290 -1.942 0.3 -0.1 0.0
C 1.505 2.530 -1.967 0.1 0.1 0.0
C -0.679 1.323 -2.246 -0.1 0.1 0.0
C -1.385 2.642 -2.492 0.0 0.0 -0.1
C -1.448 0.111 -2.210 -0.1 0.1 0.0
C -2.925 0.149 -2.526 -0.1 0.0 0.0
C -0.854 -1.085 -1.892 0.2 -0.2 -0.3
C -1.659 -2.361 -1.855 -0.1 -0.1 0.1
C 0.565 -1.181 -1.648 0.0 0.1 0.4
C 1.295 -2.495 -1.859 0.0 0.0 -0.1
H 3.237 0.017 -2.501 0.0 0.0 0.0
H 3.147 -0.889 -0.980 0.0 0.0 0.0
H 3.203 0.855 -0.940 0.0 0.0 0.0
H 1.743 2.860 -0.950 0.0 0.0 0.0
H 1.030 3.357 -2.489 0.0 0.0 0.0
H 2.458 2.345 -2.467 0.0 0.0 0.0
H -1.409 2.926 -3.550 0.0 0.0 0.0
H -0.912 3.458 -1.949 0.0 0.0 0.0
H -2.417 2.609 -2.149 0.0 0.0 0.0
H -3.542 0.285 -1.630 0.1 0.0 0.0
H -3.262 -0.769 -3.008 0.0 0.0 0.0
H -3.168 0.965 -3.205 0.0 0.0 0.0
H -1.756 -2.816 -2.847 0.0 0.0 0.0
H -2.663 -2.187 -1.470 0.0 0.0 0.0
H -1.191 -3.088 -1.194 0.0 0.0 0.0
H 1.658 -2.926 -0.927 0.0 0.0 0.0
H 2.158 -2.346 -2.514 0.0 0.0 0.0
H 0.656 -3.231 -2.346 0.0 0.0 0.0
C 0.264 -0.339 2.246 -0.1 -0.1 0.0
C 0.191 -0.261 3.620 0.0 0.0 -0.1
C 1.335 0.073 4.414 0.0 -0.1 0.0
C 1.258 0.147 5.787 -0.2 0.0 -0.1
C 0.050 -0.053 6.463 0.0 0.0 0.0
C -1.088 -0.366 5.708 0.2 0.0 0.0
C -1.028 -0.496 4.337 0.0 0.1 0.0
H 2.270 0.264 3.902 0.0 0.0 0.0
H 2.153 0.394 6.349 0.0 0.0 0.0
H -0.002 0.031 7.541 0.0 0.0 0.0
H -2.034 -0.532 6.212 0.0 0.0 0.0
H -1.908 -0.773 3.770 0.0 0.0 0.0
```
Forces are in eV/Å.

Results
Total energy in a.u.: -857.03329
Multiplicity: 1
Net charge: -1
HOMO-LUMO gap (spin up / spin down) in eV: 4.72 / 4.86

What are the natural (NBO) partial charges on each atom? They are as follows, in elementary charge units: 0.102, -0.629, -0.133, -0.006, -0.641, 0.024, -0.648, -0.070, -0.636, 0.019, -0.645, -0.156, -0.631, 0.186, 0.224, 0.219, 0.222, 0.205, 0.207, 0.198, 0.211, 0.209, 0.212, 0.207, 0.206, 0.197, 0.216, 0.226, 0.231, 0.201, 0.205, -0.214, -0.214, -0.259, -0.206, -0.347, -0.194, -0.265, 0.200, 0.189, 0.188, 0.188, 0.201